DFT (the ωB97M-V functional and the def2-TZVPD basis) results for C3H7NO2 in the gas phase.

Geometry as XYZ:
```
13
Properties=species:S:1:pos:R:3:forces:R:3
C -0.8354 1.5620 0.2687 -0.04 0.04 -0.01
C -0.3227 0.1606 0.1293 -0.25 -0.13 -0.06
C 1.1671 -0.1143 0.1763 -0.04 0.12 0.28
O 1.6517 -0.5608 -1.0725 -0.06 -0.23 -0.08
N -1.1829 -0.7627 -0.0654 0.25 0.53 0.09
O -0.5564 -2.0117 -0.1891 -0.11 -0.33 -0.04
H -1.8921 1.6141 -0.0024 0.15 -0.02 0.07
H -0.7194 1.9184 1.2994 0.03 -0.07 -0.13
H -0.2617 2.2357 -0.3771 -0.09 -0.10 0.07
H 1.3675 -0.8478 0.9706 -0.02 0.10 -0.09
H 1.7109 0.8038 0.4155 -0.11 -0.12 -0.03
H 1.1766 -1.3838 -1.2562 0.12 0.10 -0.06
H -1.3033 -2.6135 -0.2971 0.16 0.09 0.00
```
Forces are in eV/Å.

Calculated values
SMILES string: C/C(CO)=N/O
HOMO energy: -9.90 eV
largest force on an atom: 0.596 eV Å⁻¹
spin multiplicity: 1
LUMO energy: 0.84 eV
M: 89.1 g mol⁻¹
Kohn-Sham gap: 10.747 eV
energy relative to the best compared isomer or geometry (same formula, charge and spin): 2.717 eV

***

DFT (the ωB97M-V functional and the def2-TZVPD basis) results for C2H3ClF2S in the gas phase in a non-equilibrium geometry.

Geometry as XYZ:
```
9
Properties=species:S:1:pos:R:3:forces:R:3
F 0.2215 -1.6040 1.3837 -0.45 0.33 -0.43
C -0.4348 -0.6937 0.5785 2.16 0.69 0.39
F -1.1704 0.0698 1.3506 -0.86 0.51 1.22
Cl -1.4727 -1.5365 -0.4951 -0.50 -0.61 -0.88
C 0.6541 0.1856 -0.0949 -0.59 -0.19 -0.20
S 0.2350 1.8645 -0.5687 -0.86 0.52 -0.70
H 1.5041 0.3242 0.5741 -0.17 -0.32 0.10
H 0.9564 -0.3066 -0.9855 0.63 -0.66 -0.56
H -0.4932 1.6966 -1.7428 0.66 -0.27 1.05
```
Forces are in eV/Å.

Calculated values
SMILES string: FC(F)(Cl)CS
HOMO energy: -9.69 eV
largest force on an atom: 2.299 eV Å⁻¹
spin multiplicity: 1
LUMO energy: 0.65 eV
M: 132.6 g mol⁻¹
Kohn-Sham gap: 10.347 eV
energy relative to the best compared isomer or geometry (same formula, charge and spin): 0.018 eV

***

DFT (the ωB97M-V functional and the def2-TZVPD basis) results for 2 unconnected molecules or ions with the total composition CH3NO4 in a non-equilibrium geometry.

Geometry as XYZ:
```
9
Properties=species:S:1:pos:R:3:forces:R:3
C -1.0196 0.0283 0.6012 1.21 1.35 0.98
N -0.7038 -0.9368 -0.2507 -0.21 -1.11 -0.94
O 1.8243 1.2537 -0.4077 0.10 0.73 -0.62
O 1.7499 0.4333 -1.3782 0.05 -0.14 0.37
O 1.5180 0.8124 0.7414 0.98 -0.40 0.17
O -2.0914 0.3559 1.0234 -0.83 -0.18 0.01
H -0.0676 0.5766 0.9499 -1.24 -0.40 -0.23
H 0.2297 -1.0241 -0.6244 -0.13 0.08 0.21
H -1.4396 -1.4992 -0.6548 0.07 0.08 0.05
```
Forces are in eV/Å.

Calculated values
HOMO energy (spin up / spin down): -9.88 / -10.04 eV
largest force on an atom: 2.055 eV Å⁻¹
spin multiplicity: 1
LUMO energy (spin up / spin down): -2.70 / -2.33 eV
M: 93.0 g mol⁻¹
Kohn-Sham gap (spin up / spin down): 7.178 / 7.717 eV
energy relative to the best compared isomer or geometry (same formula, charge and spin): 5.385 eV

***

DFT (the ωB97M-V functional and the def2-TZVPD basis) results for a gas-phase ion, C2H3N2O2 (charge +1) in a non-equilibrium geometry.

Geometry as XYZ:
```
9
Properties=species:S:1:pos:R:3:forces:R:3
O 1.5544 -1.5937 1.6168 -5.64 7.46 -2.76
C 0.7583 -0.4769 1.2625 6.47 -6.36 6.77
N 0.2650 -0.4155 0.0390 -2.22 2.46 -2.27
C -0.5077 0.6385 -0.4724 2.43 -2.79 1.51
N -0.9784 0.6231 -1.6214 -1.65 1.38 -3.63
O -1.3031 0.7884 -2.7492 0.98 -0.70 3.19
H 0.6189 0.3162 2.1102 0.00 -1.12 -2.03
H 0.1875 -1.2294 -0.4742 0.64 -2.48 -1.13
H -0.5948 1.3494 0.2886 -1.01 2.15 0.37
```
Forces are in eV/Å.

Calculated values
SMILES string: O=C/[NH+]=C/N=O
charge: +1
HOMO energy (spin up / spin down): -14.92 / -14.92 eV
largest force on an atom: 11.321 eV Å⁻¹
spin multiplicity: 1
LUMO energy (spin up / spin down): -9.13 / -9.13 eV
M: 87.1 g mol⁻¹
Kohn-Sham gap (spin up / spin down): 5.789 / 5.787 eV
energy relative to the best compared isomer or geometry (same formula, charge and spin): 6.747 eV